--- 1 ---
14
Properties=species:S:1:pos:R:3 method="wB97M-V/def2-TZVPD" homo_energy_ha="-0.324 / -0.324" total_charge=0 gap_ev="8.33 / 8.33" lumo_ha="-0.017 / -0.017"
C 0.18 1.02 0.96
C 1.24 0.08 1.39
C 0.05 -0.17 -1.69
O 0.92 0.70 -1.53
N -1.06 0.05 -0.22
N -2.05 -0.64 -0.21
N -0.21 -1.19 -2.37
H -2.52 -0.75 -1.13
H -0.93 -1.78 -1.96
H -0.66 1.11 1.65
H 0.47 1.99 0.58
H 2.04 0.06 0.65
H 0.86 -0.93 1.55
H 1.67 0.46 2.32

***

--- 2 ---
14
Properties=species:S:1:pos:R:3 method="wB97M-V/def2-TZVPD" homo_energy_ha=-0.355 total_charge=0 smiles="[H]/N=C/NC(=O)NC" gap_ev=10.44 lumo_ha=0.029
C -1.71 -0.72 1.76
N -0.43 -0.53 1.12
C -0.25 0.43 0.17
O -1.02 1.36 -0.02
N 0.91 0.27 -0.59
C 1.11 0.99 -1.75
N 1.93 0.57 -2.62
H -2.41 0.00 1.32
H -1.66 -0.55 2.84
H -2.08 -1.73 1.56
H 0.25 -1.27 1.20
H 1.42 -0.61 -0.55
H 0.49 1.89 -1.79
H 1.99 1.23 -3.40

***

--- 3 ---
14
Properties=species:S:1:pos:R:3 method="wB97M-V/def2-TZVPD" homo_energy_ha=-0.341 total_charge=0 smiles="O=C1NCCNN1" gap_ev=10.04 lumo_ha=0.028
C -1.57 -0.09 -0.01
C 0.66 1.08 -0.14
C 1.27 -0.25 0.33
H -1.38 1.88 -0.06
H 0.94 1.80 0.62
H 1.09 1.42 -1.10
H 1.18 -0.32 1.42
H 2.34 -0.31 0.00
H 0.68 -1.41 -1.28
H -1.28 -2.05 0.57
N -0.79 1.01 -0.10
N 0.52 -1.38 -0.26
N -0.87 -1.30 -0.01
O -2.78 -0.06 0.04

***

--- 4 ---
14
Properties=species:S:1:pos:R:3 method="wB97M-V/def2-TZVPD" homo_energy_ha=-0.344 total_charge=0 gap_ev=10.02 lumo_ha=0.024
C -0.87 -1.29 -1.94
C -1.40 0.01 -1.26
C 0.84 0.72 1.16
H 0.47 -1.09 -1.52
H -1.57 -2.26 -1.40
H -1.30 -1.09 -3.21
H -2.56 0.51 -1.34
H 2.58 -0.68 1.66
H 1.97 0.46 2.96
H -0.12 2.33 1.43
N -0.68 0.69 -0.35
N 1.66 -0.12 1.97
N 0.65 1.78 1.74
O 0.34 0.04 0.11

***

Winner for stability: 2

***

--- 1 ---
14
Properties=species:S:1:pos:R:3 method="wB97M-V/def2-TZVPD" homo_energy_ha=-0.329 total_charge=0 smiles="[H]/N=C/O/C(=N/[H])NC" gap_ev=9.88 lumo_ha=0.034
C 2.04 0.37 -0.11
N 1.09 0.03 0.93
C -0.20 -0.36 0.71
O -0.39 -0.64 -0.63
N -1.15 -0.55 1.53
C -1.62 -0.39 -1.19
N -2.11 0.77 -1.19
H 1.63 1.11 -0.80
H 2.35 -0.51 -0.68
H 2.93 0.80 0.38
H 1.34 0.19 1.89
H -0.87 -0.28 2.47
H -2.03 -1.29 -1.64
H -3.01 0.76 -1.68

***

--- 2 ---
14
Properties=species:S:1:pos:R:3 method="wB97M-V/def2-TZVPD" homo_energy_ha=-0.355 total_charge=0 smiles="[H]/N=C/NC(=O)NC" gap_ev=10.44 lumo_ha=0.029
C 2.54 0.04 0.02
N 1.19 0.27 0.47
C 0.15 0.30 -0.42
O 0.28 0.41 -1.62
N -1.10 0.15 0.19
C -2.24 -0.08 -0.58
N -3.25 -0.62 -0.04
H 2.50 -0.28 -1.03
H 2.99 -0.77 0.61
H 3.17 0.93 0.09
H 0.99 0.24 1.46
H -1.16 -0.21 1.13
H -2.12 0.23 -1.61
H -4.00 -0.72 -0.73

***

Winner for stability: 2